No. 1
A 12-piece molecular cluster, C16H56N8O12 overall at a distorted geometry, computed with ωB97M-V with the def2-TZVPD basis set.

Properties
LUMO = 0.18 eV
SMILES = NC(N)=O.NC(N)=O.NC(N)=O.NC(N)=O.CCO.CCO.CCO.CCO.CO.CO.CO.CO
ΔE to the lowest compared entry with this formula, charge and spin = 215.47 kcal per mole

```
! wB97M-V def2-TZVPD RIJCOSX def2/J DEFGRID3
* xyz 0 1
O 0.809 14.273 -7.777
O 4.276 18.642 -9.260
O 3.502 17.176 -2.927
O 0.556 23.781 -9.211
O 4.806 20.220 -5.670
O 4.414 22.227 -9.604
O 3.791 18.801 -13.374
O 6.746 16.601 -6.049
O 2.035 15.314 -9.913
O 4.233 16.237 -12.208
O 1.683 17.502 -11.781
O -1.409 18.435 -6.944
N 1.898 22.377 -7.976
N 0.184 20.254 -6.961
N 2.009 19.051 -9.420
N 6.397 15.388 -12.719
N 2.889 19.596 -7.552
N -0.507 19.551 -8.835
N 6.172 16.726 -11.000
N 1.179 21.575 -9.770
C 0.354 17.173 -12.332
C -0.667 17.666 -11.331
C 4.480 21.178 -13.180
C -0.583 19.392 -7.585
C 6.936 18.234 -7.695
C 1.537 16.418 -7.197
C 5.191 22.106 -8.480
C 1.221 22.614 -9.022
C 3.087 19.064 -8.711
C 0.594 15.299 -6.806
C 4.096 17.444 -4.227
C 3.822 21.074 -5.094
C 5.575 16.017 -11.927
C 6.075 17.159 -7.141
C 3.283 14.586 -9.820
C 3.994 19.857 -12.485
H 3.497 22.037 -9.474
H 6.941 15.718 -6.210
H 4.631 18.349 -13.642
H 6.180 22.631 -8.572
H 5.636 17.223 -10.293
H 0.778 20.984 -7.460
H 4.165 21.669 -4.303
H 3.234 13.792 -9.058
H 1.636 20.610 -9.611
H -0.629 18.709 -11.205
H -1.228 19.066 -9.422
H 5.612 21.129 -8.292
H 4.054 21.362 -14.177
H 0.765 21.597 -10.686
H 2.399 21.464 -7.841
H 3.005 20.087 -12.087
H 1.962 19.757 -7.284
H 5.050 17.540 -6.860
H 0.716 14.826 -5.809
H -1.655 17.494 -11.656
H 2.101 15.930 -10.616
H 3.952 15.425 -9.531
H 3.081 20.408 -4.703
H 7.180 16.673 -10.781
H 3.651 19.863 -6.964
H 5.602 20.985 -13.259
H 4.625 19.559 -11.640
H 3.459 18.026 -4.887
H 1.026 19.046 -8.967
H 1.118 17.041 -7.969
H 6.614 18.573 -8.722
H -0.464 15.568 -6.892
H 5.815 16.438 -7.919
H 4.975 18.102 -3.910
H 3.180 21.621 -5.722
H 1.290 14.733 -8.535
H 6.838 19.022 -6.965
H -0.331 20.495 -9.200
H 2.554 16.140 -7.447
H 1.639 17.125 -6.350
H 0.345 16.101 -12.270
H 4.249 22.003 -12.547
H 5.953 14.720 -13.392
H 2.042 23.117 -7.262
H 0.323 20.208 -5.944
H 0.166 17.447 -13.419
H 7.917 17.892 -7.723
H 4.410 16.588 -4.820
H 2.895 16.461 -3.083
H 7.360 15.117 -12.497
H 2.305 17.645 -12.493
H -0.554 17.126 -10.466
H 2.035 18.628 -10.349
H 4.636 22.458 -7.595
H 5.259 19.760 -4.918
H 3.478 14.229 -10.776
*
```

Mulliken population analysis, charges in e, atoms 1 to 5: atom 1 (O): -0.606, atom 2 (O): -0.334, atom 3 (O): -0.570, atom 4 (O): -0.807, atom 5 (O): -0.539

***

No. 2
A 12-piece molecular cluster, C16H56O12 overall at a distorted geometry, computed with ωB97M-V with the def2-TZVPD basis set.

Properties
LUMO (alpha / beta) = 2.13 / 2.09 eV
ΔE to the lowest compared entry with this formula, charge and spin = 48.24 kcal per mole

```
! wB97M-V def2-TZVPD RIJCOSX def2/J DEFGRID3
* xyz -1 2
O 4.395 -2.773 -0.882
O 0.899 -0.710 -3.508
O -1.859 -3.215 1.725
O -2.334 1.008 3.787
O -2.066 -3.346 -1.049
O 2.678 0.987 2.390
O -2.922 1.629 1.088
O 0.032 -0.979 -0.950
O 2.615 -6.167 -1.674
O -4.312 -1.665 -1.651
O -1.681 6.152 -0.367
O 3.754 3.565 -0.434
C -1.973 -2.260 2.758
C 0.132 -0.398 0.320
C 2.482 3.188 -0.866
C 3.937 1.284 1.875
C -2.693 -0.136 -2.524
C -1.512 1.988 4.328
C -1.989 4.857 0.161
C -4.183 1.058 0.797
C 1.950 -5.019 -2.031
C -4.142 -0.621 -2.544
C 3.663 -2.004 -0.004
C 1.136 -4.577 -0.832
C -0.083 1.728 3.863
C -1.114 3.791 -0.466
C 2.514 2.022 -1.831
C 2.252 -0.786 -3.677
H 1.468 1.764 -1.999
H 2.058 4.015 -1.435
H -0.731 6.204 -0.242
H -1.593 3.465 -1.389
H -0.030 1.428 2.816
H 1.853 2.951 -0.008
H -4.858 1.164 1.646
H 4.377 -1.290 0.407
H 4.666 1.066 2.656
H 2.967 2.314 -2.778
H -2.655 1.343 1.964
H -0.122 4.169 -0.710
H 3.592 4.183 0.282
H 3.116 1.254 -1.347
H 3.962 2.364 1.729
H -1.823 3.010 4.109
H 0.447 0.876 4.289
H -2.937 -2.161 3.257
H -4.448 -0.967 -3.531
H -3.060 4.675 0.067
H -0.793 0.054 0.680
H 0.360 -5.336 -0.737
H -5.249 -1.870 -1.608
H 2.632 0.032 2.471
H -2.675 0.828 -3.032
H 2.586 -1.427 -2.860
H 2.768 0.173 -3.642
H -2.799 -2.772 -1.274
H 0.647 -3.621 -1.020
H 2.906 -1.391 -0.495
H -2.007 -0.863 -2.959
H 0.773 -0.784 -2.559
H 4.215 0.733 0.976
H 0.557 2.592 4.043
H 0.858 0.408 0.216
H 3.261 -2.613 0.804
H -2.153 -4.081 2.017
H -3.221 1.165 4.121
H 1.368 -5.189 -2.937
H -4.640 1.571 -0.050
H 2.694 -4.245 -2.216
H -1.242 -2.551 3.512
H -2.007 -3.296 -0.095
H -1.524 1.788 5.400
H -1.722 4.861 1.218
H -0.769 -1.507 -0.938
H 0.530 -1.018 1.124
H -1.721 -1.256 2.416
H -2.387 0.067 -1.497
H 2.475 -1.287 -4.619
H 5.104 -2.211 -1.203
H -4.874 0.151 -2.306
H -4.047 -0.006 0.606
H -0.984 2.921 0.177
H 1.775 -4.574 0.051
H 3.478 -5.874 -1.372
*
```

Mulliken population analysis, charges in e, atoms 1 to 5: atom 1 (O): -0.501, atom 2 (O): -0.505, atom 3 (O): 0.187, atom 4 (O): 0.960, atom 5 (O): -0.707

***

No. 3
A 15-piece molecular cluster, C16H64BN28O15PS overall at a distorted geometry, computed with ωB97M-V with the def2-TZVPD basis set.

Properties
LUMO = 0.42 eV

```
! wB97M-V def2-TZVPD RIJCOSX def2/J DEFGRID3
* xyz 0 1
S 1.338 -2.061 4.151
P 1.773 -0.234 5.168
O -2.712 9.433 -1.215
O -2.256 -6.537 -2.743
O 8.931 -10.147 -0.980
O 5.120 -6.665 -4.278
O -6.598 6.908 -6.249
O -0.181 1.397 1.700
O -1.962 -2.840 2.084
O 0.208 1.241 7.086
O -0.368 -0.349 -2.788
O -1.986 4.670 0.247
O -5.171 5.199 -2.643
O 1.114 -0.853 9.531
O 1.541 9.040 0.504
O 2.083 -3.725 0.477
O 1.173 -6.848 -2.863
N 0.702 3.166 0.599
N 2.974 8.025 1.932
N -5.742 6.259 -8.242
N 2.225 -5.771 -4.550
N 1.998 1.328 1.075
N 6.804 -7.700 -5.379
N -3.672 6.754 -1.960
N 1.130 6.905 1.145
N 0.774 -4.669 2.063
N 1.191 -1.080 -1.313
N -2.707 -6.737 -0.540
N -3.809 -1.559 2.359
N -2.336 -1.126 0.655
N -3.922 -7.921 -2.090
N 7.744 -8.245 -1.283
N -4.568 6.856 -4.068
N -0.058 -5.652 -4.355
N -0.786 10.308 -0.463
N -3.894 3.650 0.910
N 1.184 -5.766 0.089
N 2.719 -2.085 8.528
N -3.376 5.749 1.673
N 9.489 -8.304 0.212
N -0.538 -2.440 -1.927
N -7.829 7.212 -8.122
N 2.935 -1.466 10.731
N 5.650 -8.790 -3.716
N -2.263 11.614 -1.658
C -1.279 0.340 5.104
C 0.776 1.930 1.158
C 5.814 -7.655 -4.450
C 0.070 -1.229 -2.061
C -3.021 4.685 0.904
C 8.734 -8.974 -0.701
C -6.715 6.800 -7.460
C -2.920 -7.035 -1.848
C 1.861 8.052 1.152
C 1.112 -6.133 -3.859
C 2.189 -1.436 9.594
C -2.656 -1.899 1.718
C 1.392 -4.664 0.855
C -1.901 1.700 4.614
C -1.966 10.399 -1.120
C -4.512 6.206 -2.874
B 0.113 0.527 5.867
H 3.605 -2.555 8.535
H 0.618 -6.542 0.374
H -0.916 -5.872 -3.863
H 7.561 -7.281 -1.075
H 0.000 -2.107 3.846
H 6.950 -6.877 -5.934
H 10.228 -8.815 0.660
H -4.035 7.680 -4.272
H -4.748 3.645 1.434
H 2.795 1.749 0.635
H 6.206 -9.617 -3.837
H -0.134 11.063 -0.360
H -3.121 7.579 -2.118
H -1.275 2.139 3.805
H -4.480 -8.342 -1.371
H -3.600 6.300 -1.068
H 1.372 6.086 1.671
H -1.083 -0.259 4.184
H -5.183 6.484 -4.776
H 9.344 -7.342 0.457
H -8.566 7.615 -7.571
H -3.663 2.853 0.343
H -4.219 5.787 2.214
H 0.202 -5.423 2.392
H 0.704 0.714 7.743
H -3.136 11.699 -2.147
H -7.950 7.134 -9.114
H -0.192 -3.174 -1.334
H -2.754 6.537 1.686
H 1.624 -5.799 -0.819
H 2.206 -5.190 -5.366
H -2.889 -0.349 0.346
H 3.256 7.229 2.472
H -1.490 -1.348 0.159
H 0.894 -3.858 2.647
H 7.387 -8.502 -5.533
H -4.102 -8.160 -3.049
H 3.536 8.857 1.960
H -2.875 1.457 4.123
H -4.907 5.940 -7.782
H 2.568 -0.989 11.534
H 1.557 -1.798 -0.710
H -0.545 9.416 -0.072
H 2.090 0.413 1.482
H -4.074 -2.111 3.154
H 3.113 -6.111 -4.212
H -0.106 -5.082 -5.177
H 1.476 3.616 0.146
H -0.182 3.649 0.650
H 0.302 6.884 0.573
H 7.170 -8.713 -1.962
H 2.250 0.733 4.218
H 4.920 -8.788 -3.024
H 1.670 -0.200 -1.373
H 2.178 -2.068 7.681
H -3.239 -7.127 0.215
H -2.093 2.416 5.438
H -1.663 12.414 -1.588
H -1.376 -2.595 -2.458
H -5.818 6.159 -9.236
H -4.394 -0.793 2.082
H -1.970 -0.207 5.790
H -1.977 -6.077 -0.335
H 3.819 -1.934 10.804
*
```

Mulliken population analysis, charges in e, atoms 1 to 5: atom 1 (S): -0.230, atom 2 (P): -0.243, atom 3 (O): -0.701, atom 4 (O): -0.698, atom 5 (O): -0.648

***

No. 4
A 16-piece molecular cluster, C16H64N32O16 overall at a distorted geometry, computed with ωB97M-V with the def2-TZVPD basis set.

Properties
LUMO = -0.25 eV
ΔE to the lowest compared entry with this formula, charge and spin = 317.38 kcal per mole

```
! wB97M-V def2-TZVPD RIJCOSX def2/J DEFGRID3
* xyz 0 1
O -21.730 -5.408 -26.082
O -24.170 -14.701 -25.162
O -20.982 -1.391 -31.050
O -17.162 -6.789 -31.183
O -18.034 -12.572 -22.649
O -21.049 -8.146 -36.132
O -18.510 -10.641 -28.959
O -18.394 -16.918 -33.477
O -27.751 -8.272 -33.746
O -15.181 -11.261 -35.378
O -24.532 -18.185 -30.177
O -25.477 -10.798 -28.765
O -22.845 -12.061 -33.561
O -14.327 -13.189 -30.306
O -18.628 -16.644 -28.331
O -15.023 -7.006 -24.712
N -20.085 -12.505 -23.589
N -16.774 -9.819 -35.547
N -20.332 -5.849 -27.622
N -17.676 -15.094 -34.496
N -22.404 -18.116 -31.039
N -25.741 -8.671 -32.678
N -12.449 -13.071 -29.262
N -21.314 -12.963 -34.993
N -16.427 -10.935 -33.763
N -20.263 -10.059 -30.310
N -20.138 -12.143 -29.753
N -27.363 -10.128 -32.707
N -18.917 -1.769 -31.183
N -22.121 -6.367 -35.534
N -17.876 -15.053 -32.373
N -19.874 -12.228 -21.488
N -15.142 -5.974 -31.330
N -16.670 -8.496 -25.115
N -23.906 -19.059 -32.170
N -22.066 -14.153 -33.432
N -25.706 -9.836 -26.723
N -20.356 -3.484 -31.516
N -17.536 -18.624 -28.444
N -20.044 -6.691 -34.862
N -14.957 -9.099 -23.980
N -16.871 -17.141 -27.125
N -25.001 -16.677 -25.748
N -14.093 -12.104 -28.370
N -27.097 -9.495 -28.341
N -24.907 -15.102 -27.175
N -15.519 -7.286 -29.719
N -22.168 -6.812 -27.860
C -19.223 -12.505 -22.563
C -19.579 -10.927 -29.608
C -21.481 -5.935 -27.130
C -26.045 -10.130 -27.967
C -21.058 -7.118 -35.506
C -20.152 -2.238 -31.259
C -15.991 -6.730 -30.794
C -17.714 -17.408 -28.051
C -16.127 -10.771 -34.978
C -13.696 -12.795 -29.353
C -24.637 -15.462 -25.997
C -23.686 -18.446 -31.051
C -15.494 -8.130 -24.606
C -22.094 -13.009 -33.955
C -17.981 -15.799 -33.422
C -26.942 -8.954 -33.124
H -19.743 -12.977 -29.341
H -14.941 -11.566 -28.479
H -25.402 -17.304 -26.430
H -16.032 -17.655 -26.896
H -21.051 -12.157 -30.184
H -17.672 -15.306 -35.484
H -19.320 -12.346 -20.651
H -11.858 -13.478 -29.973
H -24.766 -17.116 -24.869
H -25.393 -7.748 -32.894
H -23.176 -19.583 -32.631
H -16.728 -19.127 -28.106
H -18.081 -2.245 -31.491
H -25.158 -15.800 -27.861
H -26.297 -9.225 -26.177
H -18.899 -0.799 -30.904
H -13.315 -11.768 -27.820
H -17.062 -10.255 -33.371
H -21.752 -7.403 -28.566
H -20.064 -5.706 -28.585
H -22.174 -5.522 -34.983
H -16.428 -9.361 -36.378
H -18.171 -18.999 -29.135
H -17.054 -9.428 -25.054
H -15.761 -11.341 -33.122
H -25.150 -9.478 -32.537
H -27.486 -9.528 -29.272
H -14.549 -7.155 -29.471
H -25.100 -10.465 -26.217
H -24.885 -19.292 -32.254
H -28.191 -10.616 -33.017
H -14.163 -5.930 -31.089
H -21.339 -3.714 -31.473
H -11.998 -13.009 -28.360
H -17.691 -9.554 -35.218
H -16.094 -7.948 -29.218
H -19.235 -7.171 -34.495
H -23.114 -7.029 -27.581
H -20.956 -10.429 -30.945
H -19.852 -5.212 -27.002
H -15.282 -10.055 -23.987
H -20.236 -5.853 -34.333
H -27.652 -9.145 -27.573
H -20.718 -13.763 -35.147
H -17.164 -14.350 -32.236
H -19.661 -12.593 -24.501
H -17.045 -16.245 -26.692
H -21.395 -14.809 -33.805
H -19.875 -9.127 -30.305
H -17.075 -7.867 -25.794
H -20.874 -12.261 -21.352
H -26.661 -10.623 -32.176
H -21.774 -18.304 -31.806
H -14.074 -8.933 -23.519
H -22.970 -6.734 -35.939
H -24.279 -14.345 -27.405
H -19.645 -4.184 -31.675
H -15.504 -5.477 -32.131
H -22.612 -14.401 -32.619
H -21.234 -12.159 -35.599
H -17.666 -14.134 -34.184
H -21.038 -12.746 -23.354
H -21.962 -17.710 -30.227
H -18.304 -15.484 -31.566
*
```

Mulliken population analysis, charges in e, atoms 1 to 5: atom 1 (O): -0.647, atom 2 (O): -0.706, atom 3 (O): -0.674, atom 4 (O): -0.714, atom 5 (O): -0.640